1.
C59H47FInN3O3P2S | ωB97M-V/def2-TZVPD

Calculated values
LUMO: -5.2 eV
DFT total energy: -4036.8242 a.u.
2S+1: 1
Charge: +2
Relative energy (zero: lowest compared OMol25 entry of this formula, charge and spin): 98.7 kcal/mol
Largest force on an atom: 2.74 eV/A

XYZ file:
```
117
Properties=species:S:1:pos:R:3:forces:R:3:lowdin_charge:R:1
In -0.710 0.168 0.367 -0.426 0.104 0.190 0.678
C -2.604 -3.857 1.900 1.190 -0.680 0.423 -0.037
O -3.091 -2.735 2.654 -0.062 0.017 0.036 0.068
C -2.445 -1.694 2.166 -1.134 0.785 2.355 -0.362
N -1.747 -1.807 1.142 1.427 -1.213 -1.997 0.110
C -1.988 -3.232 0.636 -1.418 1.969 -0.158 -0.170
C -3.015 -3.159 -0.523 1.865 -0.901 1.643 -0.212
C -3.081 -4.320 -1.247 0.064 -1.097 -1.408 -0.047
C -4.042 -4.451 -2.232 -0.409 0.221 -0.009 -0.047
C -5.010 -3.453 -2.402 0.947 -1.249 -0.723 -0.072
C -4.934 -2.326 -1.642 -0.867 0.069 0.012 -0.068
C -3.916 -2.162 -0.727 -1.011 0.715 0.244 -0.044
C -2.594 -0.433 2.931 1.378 -0.043 -2.074 -0.145
C -3.646 -0.144 3.732 -0.259 0.230 0.667 0.046
C -3.719 1.129 4.253 -1.337 0.329 1.457 0.007
C -2.739 2.041 3.958 0.179 1.032 -0.094 0.045
C -1.723 1.657 3.107 0.832 0.499 -0.813 -0.161
N -1.660 0.459 2.558 -0.781 -0.472 0.961 0.109
C -0.615 2.537 2.580 -1.403 -0.386 0.869 -0.327
N 0.014 2.195 1.542 1.035 0.047 -0.734 0.135
C 1.015 3.281 1.260 -1.104 -0.416 -0.750 -0.165
C 0.825 4.220 2.429 0.646 0.565 1.525 -0.012
O -0.301 3.658 3.210 0.280 0.057 -0.571 0.067
C 0.645 3.786 -0.127 0.428 -0.247 0.037 -0.236
C 0.092 5.559 -1.320 0.220 -1.095 -0.366 -0.116
C -0.341 5.612 -2.748 0.290 -0.668 0.322 -0.025
C -0.094 4.617 -3.592 -0.667 -0.043 -1.466 -0.028
C 0.636 3.364 -3.202 0.198 1.053 1.016 -0.144
C 0.899 2.660 -1.146 1.505 -1.188 1.023 -0.219
H -3.456 -4.498 1.738 0.017 -0.391 -0.202 0.143
H -1.802 -4.347 2.523 -0.907 0.276 -0.543 0.151
H -1.071 -3.704 0.312 0.069 -0.145 0.058 0.104
H -2.344 -5.124 -1.140 -0.238 0.388 0.174 0.134
H -4.089 -5.326 -2.856 0.094 -0.235 -0.038 0.111
H -5.727 -3.601 -3.192 -0.433 0.151 0.092 0.113
H -5.769 -1.650 -1.674 0.131 0.605 -0.146 0.117
H -3.986 -1.256 -0.171 0.539 0.544 0.610 0.103
H -4.393 -0.865 3.953 -0.449 -0.599 0.105 0.133
H -4.561 1.382 4.952 0.942 -0.122 -0.943 0.153
H -2.800 3.076 4.282 0.113 -0.221 0.185 0.140
H 1.990 2.835 1.165 0.579 -0.138 0.387 0.143
H 0.566 5.231 2.135 -0.232 0.099 -0.045 0.133
H 1.669 4.309 3.157 -0.537 -0.306 -0.781 0.153
H 0.080 6.517 -0.876 0.209 1.137 0.432 0.130
H -0.914 6.429 -3.136 -0.140 0.561 0.145 0.112
H -0.512 4.769 -4.626 0.681 -0.571 1.012 0.133
H 1.084 2.835 -4.007 0.187 0.011 -0.847 0.091
H 1.424 1.715 -0.768 -0.523 1.240 -0.109 0.125
O -0.073 -3.333 -1.976 0.084 0.391 -0.103 -0.435
S 0.539 -2.302 -1.098 0.120 -0.671 -0.066 0.857
C 1.785 -1.393 -2.007 -0.513 1.323 -1.516 -0.347
C 3.045 -1.895 -2.295 -0.363 -0.874 1.454 -0.057
C 3.923 -1.306 -3.180 -0.955 1.767 0.211 -0.023
C 3.516 -0.100 -3.749 -0.552 -0.184 -0.425 -0.013
C 2.224 0.424 -3.516 1.396 -0.352 -0.686 -0.058
C 1.331 -0.191 -2.678 0.186 -1.336 1.276 -0.311
P -0.300 0.532 -2.292 0.707 0.494 0.997 1.114
C -1.393 -0.019 -3.570 0.211 0.100 -0.911 -0.331
C -2.084 -1.223 -3.553 0.001 0.956 -0.943 -0.048
C -2.692 -1.587 -4.751 -0.578 -0.647 0.054 -0.044
C -2.638 -0.831 -5.913 0.880 0.471 0.775 -0.030
C -1.862 0.344 -5.951 -1.262 -1.831 0.029 -0.042
C -1.269 0.697 -4.778 0.576 0.939 0.306 -0.088
C -0.117 2.394 -2.214 -1.971 -1.177 -0.419 -0.407
C 1.685 3.619 -2.035 0.238 -0.687 -1.121 -0.095
C 1.432 4.767 -1.062 -1.049 0.313 -0.262 -0.051
C -0.671 4.549 -0.364 1.342 -0.666 -0.104 -0.142
C -1.721 3.751 -0.962 -1.392 -0.201 -0.839 -0.031
C -1.533 2.788 -1.850 0.931 0.682 0.396 -0.082
C 1.604 -3.211 0.009 -0.185 -0.533 0.262 -0.379
C 1.984 -4.517 -0.388 -0.222 0.592 0.190 -0.057
C 2.953 -5.172 0.355 0.678 0.544 1.314 -0.025
C 3.447 -4.558 1.550 -0.572 0.184 -1.138 -0.005
C 3.000 -3.280 1.918 0.196 -1.449 0.111 -0.074
C 2.027 -2.620 1.214 -0.499 0.264 -1.692 -0.328
P 1.504 -0.926 1.720 0.235 -0.337 -1.506 1.081
C 0.986 -1.026 3.394 -0.190 2.341 1.075 -0.391
C 0.878 0.213 4.128 0.345 -1.167 0.616 -0.106
C 0.326 0.169 5.392 -1.151 -1.538 -0.058 -0.034
C -0.275 -1.057 5.871 0.072 1.473 0.974 -0.035
C -0.124 -2.226 5.175 -0.552 0.909 0.363 -0.064
C 0.510 -2.164 3.955 -0.027 -1.880 -0.761 -0.102
C 3.066 -0.057 1.801 1.281 0.364 -0.319 -0.349
C 3.774 0.125 2.995 -1.492 -0.772 1.082 -0.100
C 4.981 0.743 3.009 1.350 0.468 -0.029 -0.054
C 5.495 1.229 1.806 1.455 1.099 1.712 -0.067
C 4.828 1.148 0.629 0.398 -0.699 -0.441 -0.074
C 3.697 0.373 0.624 -2.159 -0.362 -1.283 -0.088
H 3.340 -2.726 -1.657 0.233 -0.147 -0.576 0.116
H 4.910 -1.657 -3.311 0.790 -0.531 -0.237 0.110
H 4.143 0.436 -4.463 0.002 -0.197 0.297 0.123
H 1.983 1.292 -4.098 -0.247 0.221 0.093 0.092
H -2.172 -1.836 -2.685 0.043 -0.328 0.409 0.075
H -3.241 -2.523 -4.743 -0.051 0.093 -0.157 0.109
H -3.142 -1.157 -6.787 -0.399 -0.339 -0.630 0.104
H -1.760 0.860 -6.888 0.149 0.416 0.038 0.116
H -0.671 1.593 -4.838 0.219 0.243 0.413 0.099
H 2.720 3.372 -2.299 -0.192 0.318 0.068 0.153
H 2.279 5.370 -0.824 0.562 0.339 0.440 0.142
H -0.971 4.958 0.565 -0.576 0.977 0.730 0.132
H -2.748 4.052 -0.836 -0.256 0.107 0.425 0.131
H -2.397 2.349 -2.295 -0.268 -0.478 -0.436 0.113
H 1.506 -5.017 -1.241 0.344 0.602 0.180 0.129
H 3.388 -6.113 0.002 -0.425 0.237 0.337 0.124
H 4.166 -5.070 2.175 0.109 0.032 -0.133 0.114
H 3.379 -2.778 2.770 0.540 0.073 0.954 0.104
H 1.302 1.162 3.800 -0.082 -0.386 -0.279 0.111
H 0.231 1.067 5.975 0.048 0.203 0.203 0.110
H -0.870 -1.085 6.818 0.795 0.294 -0.861 0.131
H -0.603 -3.113 5.538 0.117 -0.459 0.034 0.117
H 0.601 -3.092 3.402 0.034 -0.049 -0.138 0.111
H 3.372 -0.250 3.951 0.141 0.232 -0.623 0.120
H 5.548 0.848 3.948 -0.320 -0.071 -0.624 0.130
H 6.465 1.727 1.828 -0.203 -0.033 0.028 0.122
H 5.302 1.561 -0.250 -0.271 -0.158 -0.264 0.119
H 3.233 0.082 -0.344 0.210 0.488 0.622 0.099
F -2.572 0.919 0.136 0.248 -0.282 -0.049 -0.395
```
Positions in Å, forces in eV/Å.


2.
C59H47N4ReS2Sb2 | ωB97M-V/def2-TZVPD

Calculated values
LUMO (alpha / beta): -9.2 / -9.2 eV
DFT total energy: -3849.5146 a.u.
2S+1: 2
<S²>: 1.1287
Charge: +3
Relative energy (zero: lowest compared OMol25 entry of this formula, charge and spin): 95.9 kcal/mol
Largest force on an atom: 2.01 eV/A

XYZ file:
```
115
Properties=species:S:1:pos:R:3:forces:R:3:lowdin_spin:R:1
Re 0.287 0.205 -0.401 0.705 -1.781 -0.623 1.393
C -5.570 -4.414 0.961 0.043 0.038 -0.003 -0.001
C -4.274 -4.939 0.869 -0.190 -0.019 0.083 0.000
C -3.240 -4.147 0.444 0.178 0.230 -0.146 -0.001
C -3.507 -2.807 0.077 -0.303 -0.160 0.182 0.000
C -4.808 -2.277 0.217 0.203 0.079 -0.123 0.000
C -5.835 -3.083 0.650 -0.079 -0.176 0.081 0.000
N -2.626 -1.924 -0.482 -0.426 0.228 0.372 -0.003
N -1.465 -2.179 -0.764 0.371 -0.367 -0.864 0.002
C 0.487 -2.260 -1.612 -0.162 -0.280 0.409 -0.030
C 1.221 -2.702 -2.824 -0.097 0.221 -0.161 -0.084
C 2.529 -2.973 -2.687 -0.002 0.012 -0.009 0.001
C 3.272 -2.641 -1.489 -0.087 0.201 0.148 -0.160
C 2.718 -1.846 -0.526 0.424 -0.312 -0.078 0.035
C 1.359 -1.490 -0.655 -0.690 1.470 -0.128 -0.167
H -6.379 -5.055 1.290 0.021 0.011 -0.008 0.000
H -4.088 -5.972 1.134 -0.010 0.023 0.016 0.000
H -2.242 -4.557 0.408 0.005 -0.031 -0.049 0.000
H -4.972 -1.239 -0.045 -0.004 -0.042 -0.030 0.000
H -6.839 -2.692 0.742 0.032 0.000 0.002 0.000
H 0.686 -2.949 -3.730 0.003 -0.024 0.037 -0.004
H 3.057 -3.433 -3.512 0.008 0.001 0.030 0.002
H 4.317 -2.917 -1.424 -0.011 0.033 -0.060 -0.008
H 3.345 -1.409 0.239 -0.056 -0.066 0.036 0.003
S -1.858 5.401 -5.100 -0.088 -0.053 -0.155 0.000
C -1.454 6.941 -4.506 -0.032 0.092 -0.076 -0.001
C -0.812 6.876 -3.309 0.102 -0.104 0.145 0.000
C -0.646 5.541 -2.867 0.123 0.078 0.193 -0.001
C -1.168 4.618 -3.735 -0.040 -0.092 -0.027 0.000
C -1.221 3.164 -3.577 0.052 0.125 0.018 0.001
C -0.536 2.566 -2.494 0.112 -0.153 -0.063 0.004
N -0.553 1.273 -2.208 -0.054 -0.073 0.294 0.007
C -1.287 0.457 -3.054 0.063 0.177 0.113 0.006
C -1.945 0.942 -4.187 -0.072 -0.023 -0.145 0.001
C -2.638 -0.004 -4.993 -0.006 0.052 -0.007 0.000
C -2.653 -1.338 -4.687 -0.020 -0.089 -0.065 -0.001
C -1.978 -1.848 -3.544 -0.070 -0.235 -0.189 0.000
C -1.919 -3.301 -3.287 -0.106 0.160 -0.063 -0.001
C -1.276 -4.007 -2.327 -0.110 -0.026 0.085 -0.001
C -0.599 -3.326 -1.134 0.600 -0.024 0.069 -0.028
N -0.695 -1.260 -1.573 -0.179 0.068 0.629 -0.005
C -1.354 -0.904 -2.775 0.079 0.070 0.248 0.000
C -1.169 -5.460 -2.387 0.149 0.063 0.144 -0.001
C -1.408 -6.283 -3.458 -0.009 -0.071 -0.243 0.000
C -1.195 -7.651 -3.176 -0.037 0.041 -0.066 0.000
C -0.781 -7.859 -1.895 -0.010 -0.054 0.075 0.000
S -0.644 -6.402 -1.032 0.009 0.073 0.086 0.000
C -1.901 2.327 -4.432 -0.058 0.008 -0.159 0.008
H -1.708 7.824 -5.072 -0.002 -0.045 -0.011 0.000
H -0.471 7.746 -2.765 -0.012 -0.034 -0.022 0.000
H -0.154 5.288 -1.935 -0.027 0.043 -0.046 0.000
H 0.088 3.193 -1.876 -0.041 -0.002 0.038 0.000
H -3.161 0.352 -5.872 0.006 -0.022 0.022 0.000
H -3.185 -2.031 -5.329 0.034 0.045 -0.005 0.000
H -2.420 -3.894 -4.043 -0.008 0.059 -0.012 0.000
H -0.301 -3.986 -0.326 -0.103 0.002 0.058 0.000
H -1.693 -5.926 -4.439 -0.012 -0.020 0.056 0.000
H -1.329 -8.448 -3.893 -0.003 0.037 0.011 0.000
H -0.548 -8.796 -1.411 0.009 0.042 -0.036 0.000
H -2.408 2.726 -5.303 -0.036 -0.027 0.038 0.000
C -1.150 3.057 0.945 0.059 -0.095 -0.020 0.003
C -1.768 1.771 1.523 0.063 0.085 0.124 0.015
C -1.071 1.181 2.764 0.321 0.267 -0.095 -0.007
Sb 0.482 -0.286 2.238 -0.155 0.045 0.087 -0.008
C 2.631 -0.346 2.414 -0.189 0.196 0.152 0.014
C 3.529 0.604 1.932 0.128 -0.196 0.033 0.006
C 4.896 0.357 1.959 -0.040 -0.002 -0.058 0.001
C 5.378 -0.847 2.451 -0.003 -0.036 0.000 0.001
C 4.487 -1.814 2.896 0.040 -0.036 -0.036 0.002
C 3.119 -1.570 2.872 0.051 0.030 -0.062 0.001
C 0.053 -1.536 3.905 -0.245 -0.233 -0.409 -0.007
C -1.122 -2.284 3.947 0.107 -0.030 0.001 -0.001
C -1.458 -2.976 5.102 -0.032 -0.016 -0.035 0.000
C -0.624 -2.920 6.211 0.023 0.022 0.000 0.000
C 0.534 -2.156 6.174 -0.007 0.017 -0.028 0.000
C 0.877 -1.455 5.024 -0.185 -0.007 0.089 -0.001
Sb 0.951 2.636 0.723 0.123 0.558 0.143 0.003
C 1.403 3.451 2.650 0.050 -0.119 -0.052 0.002
C 1.925 2.782 3.752 0.018 0.152 0.018 0.000
C 2.025 3.437 4.974 0.005 -0.004 -0.023 0.000
C 1.612 4.755 5.102 0.021 -0.014 0.016 0.000
C 1.105 5.429 4.001 0.001 0.016 -0.049 0.000
C 0.995 4.778 2.779 -0.010 -0.036 0.069 0.000
C 2.097 3.826 -0.595 0.001 -0.028 0.027 -0.003
C 2.746 3.127 -1.615 -0.015 0.206 0.027 0.000
C 3.632 3.792 -2.453 -0.018 0.002 0.004 0.000
C 3.877 5.147 -2.265 0.006 -0.046 -0.014 0.000
C 3.231 5.841 -1.250 -0.016 0.013 0.012 0.000
C 2.344 5.187 -0.407 -0.021 -0.087 -0.089 -0.001
H -1.246 3.880 1.650 -0.013 0.044 -0.017 0.000
H -1.627 3.340 0.008 -0.022 -0.005 -0.014 0.000
H -1.823 0.997 0.734 -0.070 -0.023 -0.024 0.008
H -2.811 1.979 1.777 0.000 -0.016 0.012 0.001
H -1.751 0.534 3.319 -0.009 -0.028 0.006 0.000
H -0.714 1.953 3.443 -0.041 -0.018 0.046 0.000
H 3.211 1.553 1.531 -0.013 0.107 0.038 0.001
H 5.581 1.111 1.592 -0.003 -0.008 0.019 0.000
H 6.443 -1.035 2.480 -0.019 0.003 0.002 0.000
H 4.854 -2.763 3.266 -0.018 0.027 -0.011 0.000
H 2.445 -2.347 3.204 0.028 0.001 0.041 0.000
H -1.781 -2.336 3.085 0.009 0.003 0.008 0.000
H -2.370 -3.557 5.137 0.025 0.004 0.010 0.000
H -0.882 -3.467 7.108 0.003 0.012 -0.002 0.000
H 1.179 -2.103 7.042 -0.030 0.010 -0.003 0.000
H 1.775 -0.851 5.022 0.026 -0.015 -0.016 0.000
H 2.272 1.764 3.687 0.004 -0.039 0.012 0.000
H 2.432 2.909 5.827 -0.010 0.020 -0.014 0.000
H 1.688 5.257 6.058 0.006 -0.001 -0.019 0.000
H 0.786 6.459 4.089 0.013 -0.011 0.005 0.000
H 0.577 5.320 1.939 -0.066 0.000 0.048 0.000
H 2.564 2.067 -1.755 0.024 -0.056 -0.016 0.000
H 4.138 3.252 -3.243 -0.006 0.019 0.029 0.000
H 4.582 5.661 -2.904 -0.037 -0.004 -0.007 0.000
H 3.427 6.896 -1.106 -0.002 -0.026 -0.003 0.000
H 1.860 5.742 0.383 0.057 0.004 -0.007 0.000
```
Positions in Å, forces in eV/Å.